1.
Here is a cluster of 2 separate species, C8H16O2 in total in a non-equilibrium geometry from the Open Molecules 2025 dataset. Energies are from wB97M-V/def2-TZVPD.

The geometry in XYZ format:
```
26
Properties=species:S:1:pos:R:3
C 1.597 0.541 1.790
C 2.269 -0.015 3.042
C 1.489 -1.179 3.476
O 0.946 -1.706 2.248
C 0.666 -0.626 1.369
H 2.291 0.967 1.039
H 1.026 1.379 2.234
H 2.287 0.779 3.813
H 3.312 -0.346 2.875
H 0.647 -0.891 4.135
H 2.105 -1.919 4.022
H 0.860 -0.776 0.289
H -0.413 -0.413 1.491
C -0.642 -0.185 -1.914
C -0.729 0.895 -3.059
C -2.208 1.011 -3.303
O -2.621 0.826 -2.007
C -2.114 -0.409 -1.503
H -0.056 0.322 -1.124
H -0.100 -1.107 -2.197
H -0.146 0.662 -3.972
H -0.355 1.856 -2.658
H -2.546 0.177 -3.947
H -2.660 1.943 -3.694
H -2.296 -0.538 -0.418
H -2.609 -1.248 -2.028
```

SMILES string   C1CCOC1.C1CCOC1

---

2.
Here is a structure of composition C8H16O4Pd in a non-equilibrium geometry from the Open Molecules 2025 dataset. Energies are from wB97M-V/def2-TZVPD.

The geometry in XYZ format:
```
29
Properties=species:S:1:pos:R:3
C -1.515 2.265 -0.628
C -0.460 2.406 0.218
O 0.143 1.289 0.761
C 1.564 1.351 0.973
C 1.947 0.137 1.782
O 1.337 -1.003 1.173
C 1.842 -2.253 1.641
H -2.273 1.516 -0.369
H -1.736 3.108 -1.283
H 0.168 3.297 0.247
H 1.819 2.265 1.522
H 2.065 1.353 -0.005
H 1.600 0.218 2.822
H 3.039 0.023 1.773
H 1.253 -3.043 1.165
H 2.898 -2.349 1.354
H 1.740 -2.313 2.734
O -2.078 -0.963 0.623
C -2.494 -1.090 -0.695
C -1.334 -1.446 -1.618
O -0.233 -0.549 -1.322
C -0.108 0.591 -2.095
Pd -0.365 -0.493 0.508
H -2.929 -0.132 -1.052
H -3.269 -1.869 -0.826
H -1.587 -1.361 -2.683
H -0.968 -2.462 -1.425
H 0.883 0.723 -2.530
H -0.947 0.785 -2.766
```

⟨S²⟩   3.77
Net charge   +1
2S+1   4

---

Record-wise relative energy (zero: lowest compared OMol25 entry of this formula, charge and spin) values, in eV: 2.812, 4.858
Record-wise E values, in hartree: -464.82637, -742.64163